Entry 1:
The following is a DFT calculation (wB97M-V/def2-TZVPD) of an isolated ion of composition C23H23ClNO3S and charge -1 in a non-equilibrium geometry.

Structure (ORCA input):
```
! RIJCOSX wB97M-V def2-TZVPD def2/J DEFGRID3
* xyz -1 1
C -3.47 5.27 0.12
O -2.21 5.32 -0.58
C -1.13 4.66 -0.11
C -0.13 4.26 -0.99
C 1.00 3.56 -0.55
C 1.80 2.87 -1.57
C 2.97 2.06 -1.19
C 2.97 1.27 -0.03
C 4.07 0.49 0.32
C 5.18 0.43 -0.55
N 6.30 -0.33 -0.22
C 6.73 -1.46 -1.03
C 6.89 -0.24 1.11
C 5.18 1.18 -1.75
C 4.11 2.03 -2.04
C 1.28 3.56 0.83
C 0.27 3.82 1.75
O 0.50 3.54 3.06
C -0.54 2.97 3.86
C -1.02 4.31 1.31
O -2.02 4.40 2.07
H -4.11 5.89 -0.51
H -3.84 4.23 0.15
H -3.37 5.67 1.13
H -0.30 4.47 -2.05
H 1.86 3.41 -2.52
H 2.10 1.23 0.64
H 4.07 -0.11 1.24
H 6.12 -1.49 -1.94
H 7.79 -1.36 -1.29
H 6.60 -2.41 -0.47
H 6.52 0.67 1.59
H 6.63 -1.11 1.74
H 7.98 -0.19 1.02
H 6.05 1.12 -2.41
H 4.12 2.67 -2.92
H 2.24 3.16 1.20
H -0.17 3.03 4.88
H -1.46 3.55 3.74
H -0.70 1.93 3.56
Cl 2.04 1.67 -7.57
C 0.82 2.11 -6.45
C -0.29 2.88 -6.87
C -1.31 3.19 -5.93
C -1.16 2.82 -4.59
C 0.00 2.13 -4.17
S 0.21 1.66 -2.54
C 0.95 1.70 -5.12
H -0.34 3.20 -7.91
H -2.20 3.72 -6.27
H -1.93 2.98 -3.84
H 1.77 1.06 -4.81
*
```

The SMILES is COc1cc([C@H](Sc2cccc(Cl)c2)c2ccc(N(C)C)cc2)cc(OC)c1[O-]. As for the lowest unoccupied orbital energy: 2.487 eV. For the calculated total energy, the calculation gives -2029.0417 Eh. Its orbital gap is 5.38 eV.

Here are the Löwdin charges for atoms 1 to 2, given in e: C -0.08; O -0.09

***

Entry 2:
The following is a DFT calculation (wB97M-V/def2-TZVPD) of C23H23CoN3O3 as an isolated structure in a non-equilibrium geometry.

Structure (ORCA input):
```
! RIJCOSX wB97M-V def2-TZVPD def2/J DEFGRID3
* xyz 1 5
Co 0.55 0.47 -0.78
C 0.97 -3.92 -0.36
C 0.61 -2.52 -0.60
N 1.33 -1.51 -0.30
N 2.42 -1.66 0.47
C 2.76 -0.42 0.91
O 2.10 0.60 0.44
C 3.83 -0.27 1.90
C 4.78 -1.27 2.27
C 5.74 -1.03 3.21
C 5.83 0.21 3.80
C 4.88 1.18 3.50
C 3.96 0.98 2.54
C -0.55 -2.08 -1.37
C -1.54 -3.03 -1.70
C -2.63 -2.57 -2.44
C -2.65 -1.27 -2.83
C -1.69 -0.41 -2.47
N -0.68 -0.75 -1.64
H 0.31 -4.27 0.41
H 1.99 -3.89 0.02
H 0.67 -4.55 -1.19
H 4.87 -2.27 1.78
H 6.40 -1.80 3.49
H 6.46 0.39 4.68
H 4.85 2.19 3.89
H 3.26 1.76 2.35
H -1.47 -4.00 -1.29
H -3.47 -3.17 -2.79
H -3.39 -0.83 -3.47
H -1.77 0.64 -2.72
C 1.56 2.76 -2.20
O 0.61 1.72 -2.00
H 1.37 3.58 -1.50
H 1.52 3.07 -3.22
H 2.49 2.32 -2.02
C -2.08 -0.59 1.46
C -1.83 0.77 0.80
O -0.65 1.13 0.71
C -2.90 1.62 0.16
C -2.74 2.98 -0.13
C -3.80 3.72 -0.72
C -5.03 3.07 -1.00
C -5.07 1.66 -0.91
C -4.13 0.96 -0.22
H -2.79 -0.49 2.30
H -1.13 -1.01 1.80
H -2.68 -1.15 0.69
H -1.85 3.47 0.24
H -3.70 4.77 -0.88
H -5.81 3.63 -1.53
H -5.90 1.14 -1.47
H -4.16 -0.09 -0.10
*
```

The expectation value of S² is 6.016. As for the lowest unoccupied orbital energy (spin up / spin down): -3.742 / -4.558 eV. For the calculated total energy, the calculation gives -2662.7041 Eh. Its orbital gap (spin up / spin down) is 7.18 / 6.34 eV. For the energy above the lowest of the compared OMol25 structures with the same formula, charge and spin, the calculation gives 0.338 eV.

Here are the Löwdin charges for atoms 1 to 2, given in e: Co 0.92; C 0.00

***

Entry 3:
The following is a DFT calculation (wB97M-V/def2-TZVPD) of C23H23InN7O3S as an isolated structure in a non-equilibrium geometry.

Structure (ORCA input):
```
! RIJCOSX wB97M-V def2-TZVPD def2/J DEFGRID3
* xyz 1 1
In 0.27 -2.25 -0.90
N 2.31 -1.96 -0.45
C 3.18 -1.37 -1.18
C 2.95 -0.38 -2.19
C 3.97 0.42 -2.64
C 5.26 0.28 -2.13
C 5.54 -0.75 -1.24
C 4.55 -1.61 -0.83
H 1.96 -0.33 -2.62
H 3.77 1.17 -3.39
H 6.05 0.93 -2.47
H 6.55 -0.92 -0.91
H 4.75 -2.40 -0.12
O -1.61 1.85 5.95
C -2.39 0.70 5.89
N -1.65 -0.42 5.33
C -1.64 -0.61 3.99
O -2.31 0.04 3.22
C -0.73 -1.70 3.48
C 0.10 -2.52 4.23
C 0.90 -3.44 3.57
C 0.86 -3.50 2.18
N 0.05 -2.73 1.47
C -0.72 -1.86 2.10
H -1.51 2.22 5.06
H -3.29 0.83 5.28
H -2.66 0.46 6.92
H -0.94 -0.83 5.91
H 0.15 -2.46 5.31
H 1.56 -4.09 4.12
H 1.48 -4.19 1.62
H -1.37 -1.24 1.49
S -2.56 -2.37 -1.06
C -2.88 -1.47 -2.42
N -2.47 -1.94 -3.66
C -2.71 -1.25 -4.79
C -3.39 -0.07 -4.73
C -3.81 0.35 -3.45
N -3.56 -0.32 -2.36
H -2.01 -2.84 -3.69
H -2.36 -1.68 -5.72
H -3.60 0.50 -5.61
H -4.37 1.27 -3.32
N 0.03 5.24 -1.90
C -0.08 4.58 -0.73
O -0.11 5.12 0.34
C -0.15 3.07 -0.84
C 0.12 2.36 0.32
C 0.09 0.98 0.29
N -0.19 0.29 -0.81
C -0.46 0.97 -1.92
C -0.45 2.35 -2.00
H 0.15 6.24 -1.86
H 0.10 4.79 -2.79
H 0.32 2.91 1.23
H 0.31 0.38 1.16
H -0.67 0.37 -2.80
H -0.70 2.83 -2.93
*
```

As for the lowest unoccupied orbital energy (spin up / spin down): -3.656 / -3.998 eV. For the calculated total energy, the calculation gives -2087.3571 Eh. Its orbital gap (spin up / spin down) is 5.78 / 6.03 eV. For the energy above the lowest of the compared OMol25 structures with the same formula, charge and spin, the calculation gives 4.011 eV.

Here are the Löwdin charges for atoms 1 to 2, given in e: In 0.73; N -0.04